<1>
A 2-piece molecular cluster, C2H2N2O3 overall. Source: OMol25; level of theory: wB97M-V/def2-TZVPD.

The geometry in XYZ format:
```
9
Properties=species:S:1:pos:R:3
C 2.16 -0.23 0.41
C -0.83 -0.57 -0.33
N 3.21 0.03 0.00
N -0.24 0.77 -0.29
O 0.43 1.19 -1.22
O -0.69 1.48 0.61
O -1.60 -1.01 0.59
H -0.62 -1.33 -1.06
H -1.82 -0.31 1.29
```

2S+1 = 1
Kohn-Sham gap (spin up / spin down) = 0.3311 / 0.2001 hartree

Atomic partial charges in e from the Löwdin method, atoms 1 to 2:
1. C -0.126
2. C -0.036

---

<2>
C2H2N2O3 as an isolated structure. Source: OMol25; level of theory: wB97M-V/def2-TZVPD.

The geometry in XYZ format:
```
9
Properties=species:S:1:pos:R:3
C -0.54 0.34 -0.35
C 0.59 -0.37 0.15
H -2.02 -0.58 -0.11
H 0.01 -0.89 1.67
N 0.06 1.37 -1.00
N 1.71 0.10 -0.34
O -1.81 0.43 0.10
O 1.48 1.21 -0.95
O 0.52 -1.61 0.82
```

2S+1 = 1
Kohn-Sham gap = 0.3816 hartree

Atomic partial charges in e from the Löwdin method, atoms 1 to 2:
1. C -0.333
2. C -0.397

---

<3>
One molecule with the formula C2H2N2O3. Source: OMol25; level of theory: wB97M-V/def2-TZVPD.

The geometry in XYZ format:
```
9
Properties=species:S:1:pos:R:3
C -0.26 -0.14 -0.10
C 1.82 -0.22 0.04
H -3.16 0.04 0.13
H 2.74 -0.82 0.31
N -1.47 -0.55 -0.20
N 1.69 1.04 -0.09
O -2.37 0.51 0.08
O 0.76 -1.00 -0.06
O 0.24 1.15 -0.11
```

2S+1 = 1
Kohn-Sham gap = 0.3636 hartree
SMILES = O/N=c1/ocno1

Atomic partial charges in e from the Löwdin method, atoms 1 to 2:
1. C -0.403
2. C -0.201

---

<3> is preferred energetically. Next in line: 29.9 kcal/mol higher.

---

<1>
A 8-piece molecular cluster, C14H44O8 overall. Source: OMol25; level of theory: wB97M-V/def2-TZVPD.

The geometry in XYZ format:
```
66
Properties=species:S:1:pos:R:3
C 0.22 3.47 -2.85
C 0.90 4.10 -1.65
O 1.22 3.22 -0.59
H -0.52 2.73 -2.56
H 0.98 3.09 -3.56
H -0.36 4.33 -3.31
H 0.24 4.86 -1.26
H 1.84 4.57 -1.94
H 2.05 2.78 -0.85
C 3.54 -1.49 2.21
C 2.35 -1.86 1.36
O 2.13 -0.96 0.29
H 4.07 -2.34 2.67
H 3.32 -0.81 3.04
H 4.26 -1.06 1.58
H 1.47 -2.06 1.98
H 2.57 -2.77 0.85
H 1.30 -0.41 0.35
C -1.75 -3.44 1.46
C -1.36 -4.81 0.88
O -2.52 -5.59 0.49
H -0.87 -2.92 1.87
H -2.39 -3.42 2.34
H -2.15 -2.75 0.71
H -0.88 -5.34 1.72
H -0.61 -4.72 0.07
H -3.14 -5.02 0.05
C 2.84 2.28 1.85
C 3.71 2.26 0.61
O 3.21 1.53 -0.47
H 1.79 2.36 1.50
H 3.08 3.10 2.54
H 2.90 1.39 2.55
H 4.75 2.01 0.95
H 3.86 3.27 0.20
H 3.10 0.56 -0.14
C -0.48 -0.32 5.22
C 0.04 -0.05 3.79
O -0.94 -0.69 2.95
H -1.45 0.30 5.48
H 0.19 -0.01 6.03
H -0.83 -1.31 5.26
H 1.08 -0.42 3.59
H 0.06 1.05 3.71
H -0.69 -0.42 2.03
C -0.54 -1.64 -3.28
C -1.28 -2.13 -2.07
O -1.96 -1.03 -1.41
H -0.23 -2.44 -4.01
H 0.41 -1.00 -3.08
H -1.19 -0.97 -3.87
H -0.68 -2.49 -1.23
H -1.99 -2.91 -2.34
H -2.66 -0.62 -1.99
C -2.85 1.68 -4.04
C -3.67 1.96 -2.80
O -4.07 0.71 -2.23
H -3.35 0.98 -4.72
H -1.97 1.12 -3.67
H -2.44 2.50 -4.58
H -4.55 2.53 -3.16
H -3.10 2.62 -2.08
H -4.79 0.77 -1.59
O -0.23 0.55 0.05
H -0.01 1.41 -0.41
H -0.96 0.15 -0.49
```

2S+1 = 1
Kohn-Sham gap = 0.3862 hartree
SMILES = CCO.CCO.CCO.CCO.CCO.CCO.CCO.O

Atomic partial charges in e from the Löwdin method, atoms 1 to 2:
1. C -0.080
2. C -0.313

---

<2>
C14H44O8 as an isolated structure. Source: OMol25; level of theory: wB97M-V/def2-TZVPD.

The geometry in XYZ format:
```
66
Properties=species:S:1:pos:R:3
C -12.01 -28.02 0.21
C -12.30 -26.81 1.02
C -11.94 -25.54 0.28
O -13.63 -26.73 1.31
H -12.70 -28.06 -0.63
H -12.21 -28.95 0.74
H -11.01 -27.99 -0.23
H -11.79 -26.84 1.99
H -10.86 -25.48 0.14
H -12.23 -24.65 0.85
H -12.48 -25.47 -0.67
H -13.80 -25.99 1.90
C -12.38 -31.34 1.19
C -13.46 -31.23 0.18
C -14.85 -31.34 0.71
O -13.29 -29.99 -0.41
H -12.65 -32.06 1.96
H -12.30 -30.44 1.80
H -11.36 -31.41 0.81
H -13.34 -32.02 -0.56
H -15.13 -32.36 1.00
H -15.60 -31.04 -0.02
H -14.91 -30.71 1.60
H -13.51 -29.31 0.23
C -6.17 -28.10 2.56
C -6.09 -28.50 1.05
C -7.49 -28.57 0.39
O -5.21 -27.57 0.51
H -5.16 -27.88 2.89
H -6.55 -28.97 3.09
H -6.77 -27.20 2.74
H -5.57 -29.44 0.87
H -8.21 -29.23 0.89
H -7.38 -28.81 -0.67
H -8.02 -27.62 0.41
H -4.36 -27.90 0.81
C -9.18 -29.06 -2.22
O -9.67 -28.20 -1.22
H -8.70 -29.94 -1.78
H -9.95 -29.29 -2.95
H -8.48 -28.49 -2.82
H -10.04 -27.44 -1.67
C -9.08 -29.93 2.87
O -9.74 -28.67 2.88
H -9.82 -30.73 2.77
H -8.37 -29.93 2.04
H -8.45 -30.05 3.75
H -9.75 -28.51 1.93
C -11.36 -30.84 -2.34
O -12.07 -31.59 -1.41
H -11.89 -30.90 -3.29
H -11.33 -29.81 -1.99
H -10.38 -31.27 -2.56
H -12.56 -30.99 -0.85
C -9.28 -32.68 -0.31
O -9.33 -32.44 1.04
H -8.26 -32.99 -0.56
H -9.99 -33.46 -0.58
H -9.42 -31.78 -0.91
H -10.02 -32.95 1.47
C -10.32 -29.91 0.39
O -9.82 -28.70 0.92
H -10.67 -30.60 1.16
H -11.25 -29.68 -0.14
H -9.59 -30.29 -0.33
H -9.66 -28.17 0.14
```

2S+1 = 1
Kohn-Sham gap = 0.3165 hartree

Atomic partial charges in e from the Löwdin method, atoms 1 to 2:
1. C -0.072
2. C -0.492

---

<3>
A 8-piece molecular cluster, C14H44O8 overall. Source: OMol25; level of theory: wB97M-V/def2-TZVPD.

The geometry in XYZ format:
```
66
Properties=species:S:1:pos:R:3
C 3.62 35.94 33.52
O 3.73 35.42 32.24
H 4.39 36.75 33.39
H 3.67 35.24 34.20
H 2.53 36.36 33.45
H 3.83 34.47 32.33
C 3.64 36.95 27.37
O 3.15 38.01 28.31
H 4.42 36.18 27.69
H 4.42 37.36 26.76
H 2.63 36.59 26.74
H 3.81 37.89 28.96
C 6.83 35.21 29.83
O 7.40 35.61 31.10
H 7.40 35.74 29.17
H 5.88 35.51 29.86
H 7.08 34.06 29.74
H 8.26 35.88 30.92
C 4.86 41.02 26.34
O 5.91 41.38 27.23
H 4.56 41.80 25.73
H 3.90 40.56 26.89
H 5.42 40.42 25.71
H 6.92 41.22 27.07
C 0.88 37.61 30.94
O 1.89 38.32 31.59
H 0.92 37.59 29.98
H 0.02 38.32 30.97
H 0.79 36.69 31.28
H 2.57 38.23 31.06
C 8.94 39.96 32.91
C 10.01 40.90 32.11
C 9.35 41.80 31.14
O 10.66 41.80 33.09
H 8.34 39.35 32.23
H 8.27 40.68 33.52
H 9.47 39.20 33.44
H 10.85 40.51 31.54
H 8.67 41.13 30.45
H 9.99 42.28 30.45
H 8.48 42.42 31.62
H 11.55 41.87 32.79
C 6.17 39.07 29.65
C 5.75 38.70 30.99
C 4.99 39.81 31.75
O 4.82 37.65 30.68
H 6.61 38.33 29.29
H 7.02 39.83 29.91
H 5.28 39.45 28.79
H 6.60 38.36 31.46
H 5.64 40.67 32.03
H 4.85 39.55 32.76
H 4.28 40.22 31.27
H 4.62 37.18 31.59
C 6.05 41.50 37.10
C 5.57 41.70 35.65
C 4.05 41.58 35.49
O 5.93 42.97 35.26
H 6.07 40.56 37.24
H 5.46 41.96 37.94
H 7.03 41.89 37.14
H 5.83 40.99 35.00
H 3.54 41.67 34.46
H 3.54 42.27 36.18
H 3.71 40.75 35.86
H 6.89 42.80 34.97
```

2S+1 = 1
Kohn-Sham gap = 0.3808 hartree
SMILES = CC(C)O.CC(C)O.CC(C)O.CO.CO.CO.CO.CO

Atomic partial charges in e from the Löwdin method, atoms 1 to 2:
1. C -0.131
2. O -0.145

---

<1> is preferred energetically. Next in line: 230.6 kcal/mol higher.

---

<1>
An isolated ion of composition C7H11N2 and charge +1. Source: OMol25; level of theory: wB97M-V/def2-TZVPD.

The geometry in XYZ format:
```
20
Properties=species:S:1:pos:R:3
C -1.60 -0.10 -1.74
C -2.40 1.03 0.06
C -0.60 -0.10 -0.80
C -1.03 0.70 0.29
C 0.86 -0.65 -0.73
C -0.08 1.04 1.25
C 2.50 -0.79 1.02
N -2.60 0.68 -1.17
N 1.14 -0.93 0.69
H -1.76 -0.44 -2.81
H -3.15 1.61 0.53
H 1.04 -1.57 -1.41
H 1.46 0.24 -1.15
H 0.96 1.24 1.11
H -0.45 1.09 2.23
H 2.96 -1.66 0.55
H 2.73 0.17 0.66
H 2.86 -1.01 2.07
H -3.40 1.07 -1.70
H 0.55 -1.61 1.04
```

2S+1 = 1
Kohn-Sham gap (spin up / spin down) = 0.2746 / 0.2747 hartree
net charge = +1
SMILES = C=C1C=[NH+]C=C1CNC

Atomic partial charges in e from the Löwdin method, atoms 1 to 2:
1. C 0.007
2. C 0.016

---

<2>
C7H11N2 as an isolated structure. Source: OMol25; level of theory: wB97M-V/def2-TZVPD.

The geometry in XYZ format:
```
20
Properties=species:S:1:pos:R:3
C 3.11 0.09 0.02
C 3.42 1.32 -0.30
C -2.28 0.05 -0.20
C -1.38 -1.10 -0.35
C 1.57 -1.70 0.31
C -1.26 1.18 -0.14
C -0.08 -0.69 0.10
N 2.72 -1.03 0.04
N -0.07 0.54 0.25
H 3.90 2.09 0.28
H 3.40 1.65 -1.41
H -3.11 0.28 -1.00
H -2.76 -0.04 0.71
H -1.84 -2.04 0.15
H -1.39 -1.44 -1.34
H 1.56 -2.03 1.35
H 1.51 -2.46 -0.40
H -1.04 1.55 -1.05
H -1.57 1.97 0.54
H 0.80 0.93 0.66
```

2S+1 = 1
Kohn-Sham gap = 0.3364 hartree
net charge = +1

Atomic partial charges in e from the Löwdin method, atoms 1 to 2:
1. C -0.177
2. C 0.025

---

<3>
An isolated ion of composition C7H11N2 and charge +1. Source: OMol25; level of theory: wB97M-V/def2-TZVPD.

The geometry in XYZ format:
```
20
Properties=species:S:1:pos:R:3
C -1.92 -0.89 0.04
C 0.53 1.51 0.60
C 2.29 -0.30 -0.04
C 0.22 -1.60 0.00
C 1.40 0.87 -0.37
C -0.08 0.64 -0.48
C -3.00 0.08 -0.02
N 1.49 -1.52 0.12
N -0.64 -0.58 -0.13
H 0.47 0.92 1.58
H 0.22 2.59 0.60
H 3.09 -0.38 -0.94
H 2.77 -0.13 0.85
H -0.39 -2.47 0.25
H 1.81 1.47 -1.16
H -0.54 1.14 -1.39
H -3.01 0.93 -0.72
H -2.88 0.59 1.01
H -3.88 -0.48 -0.03
H 2.06 -2.41 0.22
```

2S+1 = 1
Kohn-Sham gap = 0.2995 hartree
net charge = +1

Atomic partial charges in e from the Löwdin method, atoms 1 to 2:
1. C -0.005
2. C -0.020

---

<1> is preferred energetically. Next in line: 20.1 kcal/mol higher.

---

<1>
A 2-piece molecular cluster, C2H4F2O overall. Source: OMol25; level of theory: wB97M-V/def2-TZVPD.

The geometry in XYZ format:
```
9
Properties=species:S:1:pos:R:3
C -1.24 -0.33 -0.34
C 0.68 0.13 0.64
O 1.41 1.07 0.03
F -1.07 0.44 -1.48
F 1.24 -1.11 0.64
H -1.95 0.03 0.32
H -1.24 -1.40 -0.42
H 0.48 0.44 1.57
H 1.71 0.74 -0.96
```

2S+1 = 1
Kohn-Sham gap = 0.3578 hartree

Atomic partial charges in e from the Löwdin method, atoms 1 to 2:
1. C -0.013
2. C -0.314

---

<2>
One molecule with the formula C2H4F2O. Source: OMol25; level of theory: wB97M-V/def2-TZVPD.

The geometry in XYZ format:
```
9
Properties=species:S:1:pos:R:3
C -0.66 -0.44 -0.59
C 0.31 0.61 0.07
H 0.59 -0.63 1.29
H -0.25 -0.51 -1.58
H -1.70 0.23 -0.61
H -0.08 1.08 0.95
O -0.65 -1.53 0.42
F 1.18 1.43 -0.72
F 1.25 -0.24 0.77
```

2S+1 = 1
Kohn-Sham gap = 0.3438 hartree

Atomic partial charges in e from the Löwdin method, atoms 1 to 2:
1. C -0.254
2. C -0.176

---

<1> is preferred energetically. Next in line: 56.1 kcal/mol higher.